Density functional theory data (ωB97M-V/def2-TZVPD) for a structure of composition C26H71Ag2N4O10 at a distorted geometry.

Structure (XYZ):
```
113
Properties=species:S:1:pos:R:3:forces:R:3:lowdin_spin:R:1
Ag -4.10020 -1.30767 -0.85761 0.8611 -0.1994 -0.2037 0.000
Ag -2.41316 0.00547 2.79402 0.4455 -0.1996 -1.2265 0.487
C 0.40466 -0.54086 -0.77725 0.4451 0.4960 -0.4225 0.008
C -1.02156 -0.59329 -0.39273 -1.5803 -0.3697 -0.9346 0.008
O -1.34594 -0.41979 0.78895 0.1862 0.1703 2.5947 0.073
O -1.88337 -0.76990 -1.28793 -0.5455 -0.2260 -0.5989 -0.001
H 0.46227 -0.63152 -1.86116 0.2728 -0.1628 0.1338 0.001
H 1.02448 -1.26841 -0.25452 -0.1082 0.0021 -0.0552 0.000
H 0.73683 0.46069 -0.50122 0.2833 0.0097 0.0186 0.000
C 4.08774 -2.10237 -5.88721 0.8789 -0.3181 0.3857 0.027
C 2.77560 -2.33697 -5.18121 -0.2437 1.3346 -1.2816 0.118
C 2.30331 -1.10667 -4.39871 -0.1833 0.2636 1.5500 0.010
O 3.13124 -0.81962 -3.22051 -0.8537 -0.4796 -2.0265 0.000
C 3.07728 0.56887 -2.89506 1.2988 0.1629 0.3726 0.000
N 1.79287 -2.77279 -6.19448 0.3780 -1.3557 3.2578 0.729
H 3.93130 -1.38221 -6.68950 0.2736 0.0308 0.0846 0.002
H 4.54795 -3.01799 -6.25906 -0.2345 -0.0272 -0.2740 0.000
H 4.79374 -1.74494 -5.13762 -0.0451 0.3600 -0.1447 0.001
H 2.84669 -3.19355 -4.50401 -0.0626 -0.6327 0.1884 0.067
H 1.30455 -1.25940 -3.98670 -0.2801 -0.2389 -0.3271 0.000
H 2.24161 -0.26573 -5.09071 0.2665 0.2291 0.0584 0.003
H 2.14853 0.92048 -2.44625 -0.2415 -0.2598 -0.3530 0.000
H 3.39425 1.18253 -3.73907 -0.4340 0.0433 -0.2381 0.000
H 3.87709 0.71902 -2.16935 -0.1122 -0.1154 0.2108 0.000
H 0.84590 -2.84889 -5.83901 -0.9004 0.9694 -0.3931 0.022
H 2.00946 -3.68843 -6.57179 0.5695 0.0465 -1.2196 0.020
C -3.43741 0.88260 -4.58785 1.4425 0.2873 -0.1787 0.000
C -1.87628 1.03015 -4.67488 -1.1902 -0.4649 2.3590 0.000
C -1.35844 2.10400 -3.68203 -0.2478 1.5596 -1.6711 0.000
O 0.06971 2.18156 -3.72885 0.1025 -1.1514 0.9348 0.000
C 0.65722 3.23277 -2.95104 -0.9591 0.5421 -1.2873 0.000
N -1.30939 -0.25245 -4.24305 0.7649 -0.2494 -0.8755 0.000
H -3.79560 0.42405 -3.66370 0.3764 0.0368 0.2921 0.000
H -3.67928 0.17236 -5.37785 -0.5183 0.4557 -0.1614 0.000
H -3.87718 1.87760 -4.65221 -0.3953 -0.2427 -0.4800 0.000
H -1.62743 1.23310 -5.71591 0.2885 0.1833 0.1798 0.000
H -1.81377 2.05116 -2.69101 0.4424 -0.9112 0.4735 0.000
H -1.76177 3.06758 -4.00365 0.0848 0.3755 -0.3660 0.000
H 1.74500 3.24001 -3.00941 -0.0851 -0.5268 -0.0863 0.000
H 0.33404 3.26604 -1.90985 -0.1237 -0.2298 0.0920 0.000
H 0.32307 4.12599 -3.48134 0.1158 0.5612 0.5400 0.000
H -1.52242 -0.39536 -3.26462 -0.3458 -0.0543 0.1872 0.000
H -0.31489 -0.06505 -4.23154 0.3147 -0.2090 -0.0525 0.000
C -1.84515 3.05624 0.41851 0.9265 0.0685 0.5525 0.000
C -2.63403 3.11311 1.72991 -0.0794 1.1412 -0.3444 0.010
C -3.62596 4.30860 1.76021 0.9810 0.3512 0.2689 0.011
O -4.14610 4.49984 3.06380 0.1729 -0.6788 -1.1388 0.001
C -5.04733 5.58319 3.04553 -0.6054 1.1252 1.0946 0.000
N -3.39321 1.86254 1.84765 -0.9635 -0.6249 0.3583 0.116
H -2.48898 3.04675 -0.46113 -0.1072 0.1297 0.0414 0.000
H -1.18338 2.18998 0.37900 -0.3624 -0.4269 0.1361 0.000
H -1.10410 3.85178 0.33782 -0.4761 0.4737 -0.0133 0.000
H -2.03063 3.22134 2.63059 0.3048 -0.0016 -0.2957 0.002
H -4.41126 4.24292 1.00419 -0.3010 -0.4392 -0.0704 0.000
H -3.07799 5.21317 1.48958 0.3343 0.0349 -0.1482 0.002
H -5.89706 5.48310 2.36914 -0.1064 -0.5884 0.0741 0.000
H -4.62673 6.55839 2.79338 0.7609 -0.1699 -0.2752 0.000
H -5.36308 5.72305 4.07905 -0.3796 -0.2543 -0.1405 0.000
H -3.78173 1.73573 0.92067 0.3671 -0.8161 -0.5215 0.004
H -4.25965 2.11686 2.30882 -0.1437 -0.1515 1.0683 0.005
C 0.81164 -2.05088 4.96648 0.5531 0.6052 0.5399 0.012
C -0.25166 -1.06741 4.45413 1.5945 -0.4291 0.0123 0.010
C 0.37446 0.17337 3.67900 -0.2617 -1.7614 1.0565 0.002
O -0.62691 1.15575 3.53694 -0.1963 0.8023 0.2402 0.076
C -0.65728 2.03430 4.68140 0.2553 0.6212 0.1911 0.003
N -1.12903 -1.82311 3.58634 -1.1174 0.6149 -1.2464 0.150
H 1.58198 -2.31773 4.24330 -0.1046 0.3675 -0.2108 0.000
H 0.42097 -3.00809 5.31232 -0.3887 0.1922 0.1600 0.000
H 1.29823 -1.55673 5.80799 0.2270 -0.2808 0.1045 0.002
H -0.86900 -0.78048 5.30598 0.2308 0.5654 0.0529 0.001
H 0.73212 -0.08233 2.68135 -0.1751 -0.2798 -0.0286 0.000
H 1.23375 0.54800 4.23485 -0.1535 0.1851 0.0647 0.001
H 0.23573 2.65895 4.72815 0.2654 -0.1603 -0.4536 0.003
H -0.66217 1.46705 5.61215 -0.5096 -0.0166 -0.0143 0.000
H -1.48277 2.73473 4.56118 -0.2296 -0.3953 0.2430 0.001
H -1.49033 -2.65024 4.04532 -0.7470 0.2324 0.6445 0.005
H -0.55057 -2.29876 2.90188 0.2358 0.3002 -1.1483 0.004
C -3.19750 -4.87107 1.55444 -0.2241 0.3571 -1.1483 0.000
C -2.52894 -3.98739 0.47715 0.8175 -1.3808 1.6488 0.000
O -3.39979 -3.59410 -0.54322 -0.8037 0.7033 -0.5159 0.000
H -3.68643 -5.67956 1.01009 -0.0131 -0.2412 0.2593 0.000
H -3.98636 -4.33395 2.08116 0.1404 0.0240 0.2089 0.000
H -2.45260 -5.29704 2.22590 -0.0785 0.1119 0.0750 0.000
H -1.74886 -4.60015 0.02368 0.3077 0.1829 0.0693 0.000
H -2.06480 -3.12913 0.96405 -0.0596 0.3283 -0.3920 0.000
H -3.42045 -4.30572 -1.18813 -0.3065 0.0660 -0.1898 0.000
C 4.09092 -0.95287 1.15606 -1.1903 1.5692 1.0488 0.000
C 3.86352 -0.95812 2.71292 1.1178 -0.0128 -1.2198 0.000
O 3.68427 0.39702 3.14396 -0.1672 0.0618 -0.4758 0.000
H 4.56106 -1.78194 0.62984 -0.2539 -0.2841 0.5753 0.000
H 4.62088 -0.04264 0.87370 0.3391 -0.0566 0.2252 0.000
H 3.06876 -0.74403 0.83593 0.0078 -0.3676 -0.8881 0.000
H 4.75311 -1.38780 3.17330 -0.3174 -0.1687 0.4437 0.000
H 2.93215 -1.49118 2.90503 0.2637 -0.4467 0.2499 0.000
H 3.65447 0.46797 4.10163 0.3314 -0.3337 0.1456 0.000
C 1.30585 -5.50021 0.57557 0.0044 -0.1063 -0.2648 0.000
C 1.09411 -3.95582 0.73531 1.0445 -2.3860 -0.0624 0.000
O 0.76288 -3.72465 2.08228 -0.8660 1.0810 0.8628 0.001
H 1.71132 -5.81601 -0.38615 -0.1429 0.3363 -0.2295 0.000
H 0.45071 -6.14518 0.78078 -0.5380 0.5206 -0.1970 0.000
H 2.02039 -5.91841 1.28618 0.3459 0.6290 0.2347 0.000
H 0.30108 -3.54760 0.11013 0.0601 -0.0790 0.0515 0.000
H 2.05623 -3.49324 0.51112 -0.0959 0.3402 -0.2774 0.000
H 1.51296 -3.92655 2.64736 0.1179 -0.2288 -0.0854 0.000
C 2.84282 3.87296 0.43622 -0.9301 -0.2233 -0.4484 0.000
C 1.98697 2.85823 1.24208 1.7331 1.6937 0.3960 0.000
O 2.50199 2.96539 2.58116 -0.8351 -0.5204 0.0526 0.000
H 3.91441 3.69815 0.34506 -0.1011 -0.4719 0.3808 0.000
H 2.70958 4.84569 0.90921 0.0533 -0.0104 -0.0233 0.000
H 2.45492 3.94616 -0.58095 -0.0572 0.1222 -0.1561 0.000
H 2.00885 1.84974 0.82754 0.0742 -0.1666 0.1575 0.000
H 0.97102 3.25394 1.26536 -0.2011 -0.2831 -0.1083 0.000
H 2.86938 2.12397 2.86731 0.2203 -0.1910 -0.3127 0.000
```
Positions in Å, forces in eV/Å.

Properties
net charge	+3
HOMO level (spin up / spin down)	-15.487 / -15.487	eV
total energy	-62515.215	eV
spin multiplicity	3
<S²>	2.008